Record 1
Molecular formula: C4H15NO2
Method: DFT, wB97M-V/def2-TZVPD

The geometry in ORCA input format:
```
! wB97M-V def2-TZVPD RIJCOSX def2/J DEFGRID3
* xyz 0 1
C -1.3200 -0.8433 0.7386
C -0.0320 -0.2083 0.1323
N 0.0721 -0.5162 -1.3498
C 0.2444 0.6899 -2.1623
C -0.8888 1.6803 -2.1631
H -2.1220 -0.8551 -0.0152
H -1.1496 -1.8081 1.1808
H -1.7198 -0.1878 1.4967
H 0.8908 -0.7202 0.5591
H -0.0396 0.8168 0.4509
H -0.9208 -0.8765 -1.5254
H 1.1980 1.1781 -1.9029
H 0.2555 0.2257 -3.1999
H -1.9139 1.3129 -2.0857
H -0.6149 2.3031 -3.0355
H -0.7245 2.3025 -1.2678
O 0.6315 0.5774 3.1343
H 1.0584 0.0405 2.4418
H 1.2923 1.0925 3.5877
O 2.0753 -1.7650 1.8108
H 2.0435 -1.9554 0.8660
H 1.6840 -2.4839 2.3086
*
```

For the LUMO energy, the calculation gives 0.789 eV. The HOMO energy is -0.324 Ha. The molar mass comes out at 109.17 u. The HOMO-LUMO gap comes out at 0.3532 hartree. The calculation puts the energy above the lowest of the compared OMol25 structures with the same formula, charge and spin at 180.72 kJ/mol.

---

Record 2
Molecular formula: C8H30B2O31
Method: DFT, wB97M-V/def2-TZVPD

The geometry in ORCA input format:
```
! wB97M-V def2-TZVPD RIJCOSX def2/J DEFGRID3
* xyz -2 1
O -5.9737 2.9036 -0.0381
C -5.9668 2.7231 -1.2080
O -5.2869 3.4540 -2.0949
B -5.4111 2.7951 -3.4452
O -6.4426 1.7471 -3.3041
C -6.7624 1.6199 -2.0002
O -7.5684 0.8204 -1.4867
O -4.0926 2.2948 -3.9121
C -3.6467 3.0565 -4.8226
O -2.5576 2.9478 -5.3594
C -4.8185 3.9828 -5.3312
O -5.7912 3.8126 -4.5078
O -4.7608 4.7870 -6.3024
O 3.3532 1.0527 -1.1439
C 2.3150 0.8789 -0.5404
O 1.6058 -0.2548 -0.3534
B 0.4259 -0.0640 0.5088
O 0.4358 1.4121 0.6319
C 1.4420 1.9642 0.1092
O 1.5783 3.1822 0.0736
O -0.7782 -0.5335 -0.1922
C -1.3156 -1.4999 0.4698
O -2.2879 -2.1594 0.1445
C -0.4358 -1.7298 1.7089
O 0.5280 -0.7941 1.7821
O -0.7997 -2.4847 2.6520
O -1.3048 7.9615 -2.2893
H -0.8228 7.1382 -2.2110
H -0.7088 8.6228 -1.9377
O 1.4487 -2.4458 7.4654
H 0.7599 -2.5023 6.8031
H 1.3139 -1.5935 7.8797
O -1.6257 -9.2860 2.5829
H -2.4250 -9.4875 3.0695
H -1.7825 -9.6390 1.7071
O 1.8780 -7.9214 5.8534
H 1.2343 -7.3315 6.2457
H 1.5491 -8.0815 4.9689
O -6.3036 -6.6632 3.2348
H -6.6421 -6.0667 3.9025
H -5.4886 -6.2564 2.9405
O -0.7816 -1.9110 -6.2204
H -1.0567 -1.7996 -5.3104
H -0.2389 -1.1438 -6.4026
O 6.4585 -2.7684 -4.2524
H 7.4096 -2.8213 -4.1583
H 6.1640 -2.3150 -3.4625
O -4.9162 -6.5280 -3.9766
H -4.6797 -6.1715 -4.8328
H -4.9026 -5.7720 -3.3897
O -9.4627 -5.6869 -0.1610
H -9.0297 -5.8645 0.6740
H -9.0027 -4.9247 -0.5126
O 8.2898 4.5040 1.2483
H 7.9699 4.3611 0.3575
H 8.8099 5.3055 1.1908
O 0.4142 4.2171 5.6952
H 1.3707 4.1854 5.6784
H 0.1752 4.6749 4.8893
O 10.4354 2.2543 -3.3519
H 9.7730 2.2794 -4.0424
H 10.8959 3.0897 -3.4306
O 5.7555 -3.2519 5.1696
H 6.1053 -2.3948 5.4131
H 4.8225 -3.1979 5.3764
O 5.4074 8.3690 -2.5733
H 5.1376 7.8870 -3.3550
H 4.8520 8.0233 -1.8745
O 4.9280 5.0652 4.6650
H 5.6413 4.4482 4.8288
H 5.1874 5.5254 3.8668
*
```

For the LUMO energy, the calculation gives 2.699 eV. The HOMO energy is -0.198 Ha. The molar mass comes out at 643.92 u. The HOMO-LUMO gap comes out at 0.2977 hartree. The calculation puts the energy above the lowest of the compared OMol25 structures with the same formula, charge and spin at 390.29 kJ/mol.

---

Record 3
Molecular formula: C2H7NO
Method: DFT, wB97M-V/def2-TZVPD

The geometry in ORCA input format:
```
! wB97M-V def2-TZVPD RIJCOSX def2/J DEFGRID3
* xyz 0 1
C -0.7336 -0.7498 0.5694
C -0.8311 0.5148 0.1908
N -0.5970 0.9535 -1.1179
H -0.3701 -1.5719 -0.0379
H -0.6986 -1.0814 1.6010
H -1.2190 1.2686 0.8552
H -0.6671 0.2451 -1.8266
H -0.6508 1.9136 -1.3758
O 1.8248 -0.6335 0.7667
H 2.1106 0.2316 0.4588
H 1.8320 -1.0906 -0.0838
*
```

For the LUMO energy, the calculation gives 0.982 eV. The HOMO energy is -0.287 Ha. The molar mass comes out at 61.08 u. The HOMO-LUMO gap comes out at 0.3235 hartree. The calculation puts the energy above the lowest of the compared OMol25 structures with the same formula, charge and spin at 139.02 kJ/mol.

---

Record 4
Molecular formula: C52H48AsBiN3S5
Method: DFT, wB97M-V/def2-TZVPD

The geometry in ORCA input format:
```
! wB97M-V def2-TZVPD RIJCOSX def2/J DEFGRID3
* xyz -1 1
Bi 15.0684 14.8517 11.4406
S 14.7725 17.4901 11.2669
C 13.5589 17.9905 10.1149
C 13.7263 19.2323 9.4951
C 12.8490 19.7417 8.5551
C 11.7058 19.0108 8.2076
C 11.5209 17.7644 8.7794
C 12.4166 17.2481 9.7215
S 12.1160 15.5871 10.2705
C 11.3399 15.8341 11.8817
C 12.2249 15.7049 13.1189
C 11.8071 16.3205 14.2700
C 12.5721 16.0943 15.4620
C 13.6034 15.1956 15.4024
C 13.9007 14.4481 14.2041
C 14.6987 13.3485 14.1489
S 17.0823 12.2467 11.4369
C 16.4619 10.7451 11.0949
C 16.9326 9.6947 11.9215
C 17.0855 8.4514 11.4510
C 16.5047 8.1421 10.1663
C 15.7965 9.0348 9.4549
C 15.5378 10.4392 9.9127
S 14.8171 13.1075 8.8037
N 13.2870 14.8936 13.0665
H 14.6293 19.8183 9.7384
H 13.0639 20.6713 8.0582
H 11.0029 19.3869 7.4546
H 10.6489 17.1742 8.4899
H 10.5938 15.0275 11.9793
H 10.8503 16.8215 11.8890
H 10.9420 16.9790 14.3220
H 12.3015 16.6516 16.3446
H 14.2223 14.9933 16.2956
H 14.7340 12.7026 13.2931
H 15.3247 13.0890 14.9825
H 17.2561 9.9784 12.9279
H 17.5263 7.6381 12.0534
H 16.7127 7.1701 9.7681
H 15.3746 8.6890 8.5235
S 19.1946 16.1470 13.6222
C 17.9839 16.2330 14.8260
C 16.7529 15.9262 14.2741
C 16.7852 15.5978 12.8887
C 18.0420 15.6914 12.3846
C 18.4608 15.5260 10.9960
C 19.7961 15.5642 10.5685
C 20.0905 15.3623 9.2333
C 19.0518 15.1627 8.3484
C 17.7609 15.1018 8.8491
N 17.4698 15.2775 10.1224
H 18.1769 16.4315 15.8890
H 15.8786 15.9011 14.9159
H 20.5331 15.7433 11.3383
H 21.1183 15.3694 8.8942
H 19.1888 14.9390 7.2879
H 16.9222 14.8839 8.1691
C 15.0000 9.0025 17.6233
C 14.2047 9.3982 16.4021
C 14.3466 8.7206 15.1902
C 13.6839 9.1516 14.0528
C 13.8085 8.2708 12.8216
C 12.8903 10.2921 14.0839
As 12.2558 11.3082 12.5182
N 13.8185 10.9381 11.5825
C 14.0704 10.4457 10.4347
C 15.6786 11.4855 8.7576
C 15.1145 11.0699 7.4467
C 14.0376 10.3046 7.2086
C 13.1416 9.7073 8.1951
C 13.1309 9.7633 9.5510
C 10.7871 10.1745 11.7649
C 10.3350 10.6489 10.5238
C 10.8189 11.9460 9.8794
C 9.3259 10.0142 9.8254
C 8.7126 8.8859 10.3093
C 7.6268 8.1161 9.5500
C 9.1036 8.4551 11.5820
C 10.1476 9.0432 12.3128
C 10.4994 8.4127 13.6702
C 12.6558 10.9140 15.3069
C 11.5386 11.9199 15.5094
C 13.3240 10.4641 16.4561
H 15.3577 7.9747 17.5620
H 14.3917 9.0744 18.5204
H 15.9006 9.6111 17.7084
H 14.9195 7.8198 15.1951
H 13.8579 7.2240 13.1149
H 14.6930 8.4849 12.2548
H 12.9427 8.4069 12.1553
H 16.7613 11.6916 8.6921
H 15.5718 11.5803 6.6091
H 13.6760 10.2219 6.1921
H 12.3471 9.1279 7.7441
H 12.2980 9.2502 10.0174
H 11.9100 11.9681 9.7168
H 10.5407 12.8133 10.5223
H 10.3608 12.1255 8.9225
H 8.9440 10.4300 8.8797
H 7.0882 8.7961 8.9030
H 6.8983 7.6459 10.2370
H 8.0829 7.3387 8.9301
H 8.6891 7.5699 12.0588
H 9.6592 7.8145 13.9802
H 10.6561 9.1320 14.4696
H 11.3666 7.7766 13.6019
H 11.8259 12.9483 15.1840
H 11.2895 11.9090 16.5733
H 10.5857 11.6596 15.0013
H 13.1451 10.9109 17.4445
*
```

For the LUMO energy, the calculation gives 1.475 eV. The HOMO energy is -0.139 Ha. The molar mass comes out at 1159.21 u. The HOMO-LUMO gap comes out at 0.1936 hartree. The calculation puts the energy above the lowest of the compared OMol25 structures with the same formula, charge and spin at 89.99 kJ/mol.

---

Record 5
Molecular formula: C31H49FKN13O3
Method: DFT, wB97M-V/def2-TZVPD

The geometry in ORCA input format:
```
! wB97M-V def2-TZVPD RIJCOSX def2/J DEFGRID3
* xyz 0 1
K 0.0555 0.0299 0.2379
N -1.1908 2.5687 -1.5849
C -2.2845 1.8715 -2.2627
C -1.7556 0.7116 -3.1120
N -1.4246 -0.4743 -2.3333
C -2.6196 -1.1814 -1.8726
C -2.7334 -1.2957 -0.3511
N -1.9448 -2.4218 0.1524
C -0.4399 -1.3439 -2.9705
C 0.5420 -1.9734 -1.9750
N 1.6325 -1.0454 -1.6793
H -1.1400 2.2632 -0.6119
H -1.3723 3.5626 -1.5352
H -2.7971 2.5649 -2.9339
H -3.0266 1.4937 -1.5500
H -0.8527 1.0668 -3.6066
H -2.4956 0.4778 -3.9000
H -2.6376 -2.2004 -2.2789
H -3.5092 -0.6623 -2.2445
H -3.7963 -1.3926 -0.0909
H -2.3705 -0.3795 0.1099
H -2.5006 -3.2659 0.1730
H -1.6488 -2.2317 1.1054
H 0.1472 -0.7545 -3.6777
H -0.9369 -2.1445 -3.5423
H 0.9102 -2.9170 -2.3985
H 0.0035 -2.2032 -1.0549
H 2.3857 -1.1745 -2.3433
H 2.0178 -1.2438 -0.7570
C 1.6705 3.2739 6.7647
C 0.3481 2.5132 6.6823
N 0.2756 1.6239 5.5340
C -0.2096 2.1048 4.3413
C -0.5085 1.3335 3.2787
C -0.9352 2.1001 1.9974
O -0.6744 3.3096 1.9992
O -1.4912 1.4192 1.1057
C -0.4285 -0.1066 3.3834
O -0.9812 -0.9232 2.6609
C 0.4158 -0.5484 4.5148
C 0.8765 -1.8564 4.5140
C 1.6554 -2.3106 5.5424
F 2.0707 -3.5956 5.5594
C 2.0172 -1.4733 6.5914
C 1.5510 -0.1651 6.6036
C 0.7379 0.3218 5.5714
N 2.8875 -1.8897 7.6463
C 2.3132 -2.0228 8.9773
C 3.4347 -1.6769 9.9990
N 4.6893 -1.5431 9.2065
C 4.9674 -2.8110 8.4696
C 3.8553 -2.9492 7.3914
H 1.6565 3.9575 7.6144
H 1.8177 3.8496 5.8515
H 2.5177 2.5959 6.8710
H -0.4662 3.2307 6.5894
H 0.1642 1.9291 7.5858
H -0.3377 3.1770 4.2472
H 0.6113 -2.4963 3.6820
H 1.8525 0.4829 7.4165
H 1.9397 -3.0390 9.1532
H 1.4786 -1.3355 9.0785
H 3.5651 -2.4537 10.7488
H 3.2421 -0.7333 10.5066
H 5.4753 -1.2253 9.7659
H 4.4359 -0.8785 8.4558
H 4.9455 -3.6360 9.1781
H 5.9569 -2.7559 8.0220
H 3.4194 -3.9499 7.4419
H 4.2622 -2.8194 6.3906
N 4.3256 -4.9066 3.2066
C 3.9624 -3.8679 2.8260
N 3.6806 -2.6491 2.4809
C 2.6998 -2.1001 1.8708
N 1.8828 -1.4431 1.3456
C 3.2021 2.6788 -4.3624
C 1.8968 2.0491 -3.9079
N 1.6766 2.4222 -2.5327
C 2.6609 2.2647 -1.5896
N 2.3363 2.1260 -0.3544
C 3.3617 2.1533 0.6685
C 4.6273 2.8675 0.2145
C 5.0490 2.2587 -1.1106
N 3.9674 2.4072 -2.0607
C 4.3007 2.1642 -3.4497
H 3.1242 3.7626 -4.2570
H 3.4302 2.4400 -5.4025
H 1.9595 0.9573 -4.0397
H 1.0599 2.4163 -4.5038
H 0.7255 2.3550 -2.1666
H 3.6008 1.1257 0.9736
H 2.9374 2.6522 1.5448
H 5.4249 2.7757 0.9545
H 4.4101 3.9275 0.0610
H 5.3209 1.2023 -0.9622
H 5.9251 2.7733 -1.5152
H 4.4579 1.0890 -3.6353
H 5.2454 2.6712 -3.6649
*
```

For the LUMO energy, the calculation gives -1.357 eV. The HOMO energy is -0.254 Ha. The molar mass comes out at 709.92 u. The HOMO-LUMO gap comes out at 0.2042 hartree. The calculation puts the energy above the lowest of the compared OMol25 structures with the same formula, charge and spin at 230.07 kJ/mol.